{
  "formula": "C29H75N6O5P",
  "method": "ωB97M-V/def2-TZVPD",
  "homo_ev": -7.64,
  "smiles": "N[PH2](COCOCCO)CON=O.CCN(CC)CC.CCN(CC)CC.CCN(CC)CC.CCN(CC)CC",
  "de_lowest_kcal_mol": 7.53,
  "spin_multiplicity": 1,
  "largest_force_ev_per_a": 0.721,
  "homo_lumo_gap_ev": 7.9,
  "lumo_energy_ha": 0.011,
  "charge": 0,
  "elements": ["N", "P", "C", "O", "C", "O", "C", "C", "O", "C", "O", "N", "O", "H", "H", "H", "H", "H", "H", "H", "H", "H", "H", "H", "H", "H", "H", "H", "C", "C", "N", "C", "C", "C", "C", "H", "H", "H", "H", "H", "H", "H", "H", "H", "H", "H", "H", "H", "H", "H", "C", "C", "N", "C", "C", "C", "C", "H", "H", "H", "H", "H", "H", "H", "H", "H", "H", "H", "H", "H", "H", "H", "C", "C", "N", "C", "C", "C", "C", "H", "H", "H", "H", "H", "H", "H", "H", "H", "H", "H", "H", "H", "H", "H", "C", "C", "N", "C", "C", "C", "C", "H", "H", "H", "H", "H", "H", "H", "H", "H", "H", "H", "H", "H", "H", "H"],
  "positions_angstrom": [[4.107, -3.862, 0.828], [4.690, -2.234, 1.304], [3.073, -1.454, 0.817], [1.965, -2.234, 1.256], [0.828, -1.432, 1.320], [-0.337, -2.217, 1.295], [-1.401, -1.309, 1.025], [-2.707, -1.773, 1.623], [-3.267, -2.854, 0.877], [5.407, -0.524, 1.824], [6.516, -0.649, 2.721], [7.626, -1.144, 2.026], [8.271, -1.859, 2.689], [4.708, -4.553, 1.273], [4.287, -3.979, -0.168], [5.699, -2.277, 0.298], [5.013, -2.761, 2.579], [2.971, -0.450, 1.234], [3.036, -1.399, -0.279], [0.812, -0.842, 2.252], [0.772, -0.772, 0.438], [-1.459, -1.130, -0.056], [-1.138, -0.342, 1.482], [-3.390, -0.920, 1.641], [-2.507, -2.118, 2.639], [-4.072, -2.543, 0.462], [5.712, -0.004, 0.904], [4.683, 0.116, 2.330], [8.804, 0.972, -0.716], [7.957, 0.350, -1.815], [6.581, 0.818, -1.801], [5.690, 0.023, -2.629], [5.928, 0.007, -4.143], [6.405, 2.259, -1.877], [7.009, 2.995, -3.079], [8.320, 0.828, 0.250], [9.782, 0.490, -0.683], [8.972, 2.039, -0.868], [7.936, -0.732, -1.658], [8.453, 0.512, -2.785], [4.663, 0.346, -2.434], [5.747, -1.009, -2.265], [5.627, 0.941, -4.614], [5.333, -0.789, -4.598], [6.972, -0.185, -4.390], [6.823, 2.696, -0.967], [5.334, 2.471, -1.824], [8.034, 2.680, -3.279], [7.033, 4.067, -2.876], [6.425, 2.853, -3.987], [0.765, 2.662, 0.326], [0.058, 2.109, -0.903], [-1.296, 2.603, -1.059], [-2.070, 1.860, -2.040], [-1.618, 1.908, -3.504], [-1.434, 4.049, -1.092], [-0.657, 4.822, -2.164], [0.171, 2.493, 1.225], [1.725, 2.156, 0.451], [0.972, 3.729, 0.241], [0.008, 1.022, -0.787], [0.685, 2.302, -1.788], [-3.111, 2.193, -1.978], [-2.080, 0.813, -1.721], [-1.841, 2.868, -3.969], [-2.150, 1.144, -4.075], [-0.551, 1.710, -3.610], [-1.141, 4.438, -0.114], [-2.498, 4.288, -1.180], [0.381, 4.492, -2.237], [-0.643, 5.884, -1.909], [-1.113, 4.736, -3.149], [-9.047, 4.702, -0.874], [-7.824, 5.583, -0.668], [-6.691, 4.863, -0.115], [-5.630, 5.731, 0.363], [-4.895, 6.604, -0.661], [-6.265, 3.692, -0.861], [-5.867, 3.877, -2.331], [-9.309, 4.182, 0.049], [-9.898, 5.317, -1.172], [-8.893, 3.960, -1.658], [-8.086, 6.375, 0.038], [-7.584, 6.084, -1.620], [-4.900, 5.116, 0.897], [-6.065, 6.389, 1.123], [-4.221, 6.018, -1.285], [-4.286, 7.345, -0.139], [-5.583, 7.147, -1.310], [-7.071, 2.955, -0.819], [-5.435, 3.230, -0.320], [-6.585, 4.488, -2.881], [-5.827, 2.903, -2.824], [-4.881, 4.330, -2.435], [-0.489, -5.624, 2.186], [-1.888, -5.713, 2.774], [-2.567, -6.959, 2.461], [-3.989, -6.929, 2.751], [-4.428, -6.768, 4.212], [-1.863, -8.170, 2.841], [-1.475, -8.348, 4.314], [-0.509, -5.807, 1.111], [-0.088, -4.624, 2.348], [0.202, -6.334, 2.645], [-2.484, -4.899, 2.353], [-1.828, -5.528, 3.859], [-4.441, -7.838, 2.342], [-4.418, -6.104, 2.173], [-4.269, -7.678, 4.790], [-5.496, -6.545, 4.250], [-3.906, -5.948, 4.706], [-0.951, -8.230, 2.241], [-2.466, -9.025, 2.521], [-1.024, -7.446, 4.729], [-0.740, -9.150, 4.405], [-2.327, -8.622, 4.936]],
  "atomic_forces_ev_per_a": [[0.6, 0.3, 0.0], [0.0, -0.5, -0.3], [-0.6, -0.4, 0.1], [0.0, 0.0, 0.1], [-0.3, -0.2, -0.3], [0.1, 0.1, 0.0], [0.2, 0.2, 0.3], [0.2, -0.3, -0.5], [0.0, 0.1, 0.2], [-0.2, 0.5, -0.4], [0.0, -0.6, 0.2], [-0.1, -0.3, -0.3], [0.1, 0.4, 0.2], [-0.1, 0.0, 0.1], [-0.3, -0.1, 0.0], [0.0, 0.2, 0.1], [-0.1, 0.2, 0.1], [0.3, 0.1, -0.1], [0.2, 0.2, 0.0], [0.2, 0.2, -0.1], [0.3, 0.2, 0.1], [-0.2, -0.1, 0.0], [-0.3, 0.0, 0.1], [0.0, 0.0, 0.1], [-0.1, 0.1, 0.1], [-0.1, -0.1, -0.1], [0.1, 0.0, 0.0], [0.1, -0.1, 0.2], [0.0, 0.0, 0.0], [0.1, 0.1, 0.0], [-0.1, -0.1, 0.0], [-0.1, -0.1, 0.0], [-0.1, 0.0, 0.0], [0.0, 0.2, 0.1], [-0.1, 0.1, 0.0], [0.0, 0.0, 0.0], [0.0, 0.0, 0.0], [0.0, 0.0, 0.0], [-0.1, 0.0, 0.0], [0.0, 0.0, 0.0], [0.0, 0.1, 0.0], [0.1, 0.0, 0.0], [0.1, 0.0, 0.0], [0.0, 0.0, 0.0], [0.0, 0.0, 0.0], [0.0, -0.1, 0.0], [0.0, -0.1, 0.0], [0.0, 0.0, 0.0], [0.0, 0.0, 0.0], [0.1, -0.1, 0.0], [0.0, 0.0, 0.0], [0.2, 0.1, 0.1], [-0.1, -0.1, 0.0], [-0.1, -0.1, 0.0], [-0.1, 0.0, 0.0], [0.0, 0.2, 0.1], [-0.1, 0.1, 0.0], [0.0, 0.0, 0.0], [0.0, 0.0, 0.0], [0.0, 0.0, 0.0], [-0.1, 0.0, -0.2], [0.0, 0.0, 0.0], [0.0, 0.1, 0.0], [0.1, 0.0, 0.0], [0.1, 0.0, 0.0], [0.0, 0.0, 0.0], [0.0, 0.0, 0.0], [0.0, -0.1, 0.0], [0.0, -0.1, 0.0], [0.0, 0.0, 0.0], [0.0, 0.0, 0.0], [0.1, -0.1, 0.0], [0.0, 0.0, 0.0], [-0.1, 0.0, -0.1], [0.1, 0.0, 0.1], [0.0, 0.1, 0.1], [0.1, 0.0, 0.0], [-0.1, -0.2, -0.1], [0.1, -0.1, 0.0], [0.0, 0.0, 0.0], [0.0, 0.0, 0.0], [0.0, 0.0, 0.0], [0.1, 0.0, 0.0], [0.0, 0.0, 0.0], [0.0, -0.1, -0.1], [-0.1, 0.0, 0.0], [0.0, 0.0, -0.1], [0.0, 0.0, 0.0], [0.0, 0.0, 0.0], [0.0, 0.1, 0.0], [0.0, 0.1, 0.0], [0.0, 0.0, 0.0], [0.0, 0.0, 0.0], [0.0, 0.1, 0.0], [0.0, 0.0, 0.0], [0.1, 0.1, 0.0], [-0.1, 0.0, 0.0], [-0.1, 0.1, -0.1], [-0.1, 0.0, 0.0], [0.2, -0.1, 0.0], [0.0, -0.1, 0.0], [0.0, 0.0, 0.0], [0.0, 0.0, 0.0], [0.0, 0.0, 0.0], [-0.1, -0.1, 0.0], [0.0, 0.0, 0.0], [0.1, 0.0, 0.0], [0.1, 0.0, 0.0], [0.1, 0.0, 0.0], [0.0, 0.0, 0.0], [0.0, 0.0, 0.0], [0.0, 0.1, 0.0], [-0.1, 0.1, 0.0], [0.0, 0.0, 0.0], [0.0, 0.0, 0.0], [0.0, 0.1, 0.0]]
}